# 1
Entry from the Open Molecules 2025 dataset: C26H31AsBCaF2N2O4 as an isolated structure (wB97M-V/def2-TZVPD).

```
68
Properties=species:S:1:pos:R:3:forces:R:3
C 2.52446 0.54445 -2.05708 0.015 0.106 -0.264
C 2.30573 -0.20622 -3.20734 0.094 0.186 -0.196
H 3.91517 3.31070 -3.41771 -0.014 -0.016 0.022
H 2.51984 -0.25461 -5.33968 0.006 0.019 0.009
C 0.74933 2.18697 0.34587 -0.030 -0.125 0.135
C -3.17201 -1.47034 -1.15072 -0.068 -0.019 0.018
C 3.58157 -1.05482 0.40796 0.173 -0.080 0.029
H -3.49079 -0.17042 -4.62241 0.000 0.004 -0.030
C 0.37298 2.84172 2.63103 -0.044 0.070 -0.077
B -0.65312 -3.43430 2.04423 0.036 -1.016 0.558
H -3.98457 2.09944 4.47773 0.026 0.019 0.010
F -1.51452 -4.34346 1.48314 0.174 -0.018 0.222
H -4.39764 0.07699 0.31450 0.032 0.034 -0.005
O -2.02756 0.07880 2.13868 -0.394 0.151 0.288
H -5.77243 -0.61419 3.36438 0.029 -0.025 -0.003
H -5.90131 1.08712 3.80164 0.019 0.015 0.008
C 1.00048 1.69132 3.08109 0.020 -0.073 -0.015
H -0.77550 0.38589 -4.44973 0.005 0.021 0.012
H -1.75546 1.72430 -3.81678 0.019 0.010 -0.014
H 4.70581 -4.10133 1.31517 0.031 0.009 0.013
H -3.35185 0.55070 5.07034 0.001 -0.025 -0.008
C 0.24503 3.08932 1.26773 -0.025 0.018 0.057
C 1.39674 1.03696 0.79838 0.103 -0.002 0.062
C 5.73526 -0.86474 1.43296 -0.039 -0.067 0.000
H -4.19841 -1.27569 -1.46355 -0.061 0.015 0.013
C 5.75326 -2.24725 1.59942 0.041 0.003 0.018
H 1.09520 1.50199 4.14189 0.009 -0.014 0.001
N -4.02530 0.56733 3.06835 -0.236 -0.082 -0.028
Ca -0.65820 -1.25523 0.90453 -0.219 0.864 -0.412
H -5.91047 0.64162 2.10710 -0.011 -0.023 -0.015
H 6.56980 -0.26431 1.77189 -0.023 -0.024 -0.007
H -4.79583 -1.30485 1.33914 -0.045 -0.038 0.052
H 2.03809 -0.09838 2.52875 0.059 -0.069 -0.043
H -0.24981 3.98856 0.92372 0.008 -0.014 0.014
C -3.26413 0.01695 2.12527 0.343 -0.106 -0.190
H -0.01887 3.55572 3.34558 0.016 -0.022 -0.030
H 3.53756 1.99062 -5.46875 -0.001 0.004 0.021
C -2.97797 -0.88756 -3.98201 0.071 0.127 0.055
H 1.85262 -1.18668 -3.14313 -0.020 -0.036 0.069
H 6.60536 -2.71901 2.07145 0.004 0.022 -0.006
C 4.64179 -0.25928 0.83529 0.138 -0.152 0.055
C 3.24964 1.58566 -4.50703 -0.008 -0.029 0.012
H -3.72871 -1.51211 -3.51020 0.020 0.002 0.032
C 1.52416 0.78409 2.16711 -0.118 0.218 -0.029
C -3.97543 -0.69057 0.97085 -0.017 -0.076 -0.046
C 2.67482 0.32241 -4.43685 -0.006 0.015 0.025
H -0.45275 1.02563 -2.83078 0.015 -0.026 0.096
C -5.48072 0.39634 3.07640 0.125 0.151 0.092
As 2.07498 -0.28156 -0.42392 -0.824 -0.724 0.019
O 0.91326 -1.49164 -0.66712 0.959 0.780 0.010
H -2.89543 -2.45435 -1.52976 0.052 -0.045 -0.003
F 0.03595 -3.98267 3.07422 -0.193 -0.122 -0.158
C 3.58789 -2.43420 0.56928 0.264 -0.003 0.176
O -3.07675 -1.53277 0.26135 0.026 0.266 -0.061
C 3.46363 2.32930 -3.35251 -0.039 -0.064 -0.003
H 4.62674 0.81818 0.71629 -0.055 -0.001 -0.039
C -3.39614 1.22334 4.21283 -0.135 -0.020 -0.056
H 2.74736 -3.03305 0.24808 -0.078 0.039 -0.056
H -2.34081 -1.51975 -4.60091 0.003 -0.006 -0.027
N -2.16673 -0.16998 -3.00301 -0.108 -0.120 -0.169
H 3.27377 2.39761 -1.22341 -0.027 -0.053 0.062
C 3.10153 1.80930 -2.11629 0.068 0.033 -0.223
H 0.63081 2.36951 -0.71372 0.015 0.001 -0.027
C -2.21210 -0.39991 -1.69309 0.131 0.036 0.420
C -1.23001 0.80520 -3.55203 -0.122 -0.065 -0.062
O -1.49875 0.18720 -0.87071 -0.157 0.104 -0.342
C 4.68980 -3.02900 1.17420 -0.073 0.059 -0.029
H -2.39032 1.52296 3.94239 0.042 -0.001 -0.016
```
Forces are in eV/Å.

2S+1: 1
Charge: +1
ΔE to the lowest compared entry with this formula, charge and spin (kcal per mole): 24.21
Orbital gap (eV): 7.189

Here are the Mulliken charges for atoms 1 to 8, given in e: 0.39 -0.59 0.42 0.45 -0.36 -1.45 0.02 0.36

# 2
Entry from the Open Molecules 2025 dataset: one molecule with the formula C23H27N3O3S (wB97M-V/def2-TZVPD).

```
57
Properties=species:S:1:pos:R:3:forces:R:3
H 4.76674 3.16199 -0.12019 -0.047 0.078 -0.027
H 2.86956 -0.20213 -0.14215 -0.023 0.011 -0.103
H -0.85869 -1.59699 -1.57671 -0.003 0.055 -0.050
C 3.90152 2.49841 -0.20941 -0.171 0.151 0.296
H -8.52149 -1.35687 0.22522 -0.046 -0.025 0.000
H -5.02337 -0.67581 0.99926 -0.058 -0.067 0.035
C -0.28937 -2.08005 0.44673 0.008 -0.353 -0.055
C 0.77476 2.49736 0.43262 0.131 -0.084 0.037
C -3.42993 0.68962 0.67339 0.067 0.179 0.025
H 3.26531 2.87376 -1.01465 0.044 0.088 0.043
H -5.88048 2.66737 -1.52780 -0.042 0.120 -0.086
H 0.25512 -2.87391 2.34818 0.049 0.019 0.063
C -5.60551 0.93097 -0.31127 -0.208 -0.178 0.046
O 1.03695 -0.56528 1.68932 -0.070 -0.131 0.163
H -1.39258 -5.66908 -0.43804 -0.020 -0.082 -0.024
H 6.71082 -1.10596 0.20571 0.010 0.069 -0.036
H -7.33188 -0.81535 1.42902 -0.015 -0.095 0.091
N -0.51346 0.28471 0.23527 -0.262 -0.240 -0.395
H -1.57430 -3.87260 -2.11526 -0.018 -0.018 -0.076
H -0.46575 -5.17872 1.79717 0.004 -0.058 0.064
C -4.72142 0.22899 0.49614 -0.117 -0.014 -0.058
H -1.53010 3.45549 0.14331 0.137 0.025 -0.050
C -3.90201 2.57643 -0.72435 0.143 -0.137 0.052
C -7.49136 -1.05189 0.38110 0.278 0.483 -0.262
C -1.08072 -4.66580 -0.18899 -0.007 -0.005 -0.059
C -0.79710 -2.36546 -0.81852 0.040 0.074 0.116
C -0.56176 -4.39073 1.06554 -0.006 -0.015 0.021
S -7.26719 0.43814 -0.63164 -0.142 -0.131 0.045
N 1.82432 1.92066 1.02976 0.119 -0.224 0.180
C 4.12414 -0.90872 -1.73336 -0.388 0.176 -0.090
C 0.15760 -0.71936 0.85243 0.003 0.150 0.071
H 6.09398 1.32252 0.59254 0.030 -0.009 0.049
H 6.57979 -0.15808 -1.30786 -0.016 -0.011 0.095
H 4.61259 -0.50749 -2.63431 -0.070 -0.030 0.044
H -2.78218 0.15037 1.34935 0.070 -0.028 0.017
C -0.49284 1.68809 0.35485 -0.607 0.644 0.049
H 3.66609 2.15816 1.93500 -0.038 0.041 0.026
C 6.02471 -0.56682 -0.44987 0.163 0.218 0.282
C 3.10002 2.58945 1.10874 0.235 0.291 -0.438
C -2.98470 1.86094 0.05629 -0.390 -0.302 -0.025
C -5.18308 2.11635 -0.91535 -0.118 -0.123 0.052
H 4.85827 0.18008 1.19950 0.059 0.042 0.021
H -1.31682 -0.01970 -0.30378 0.186 -0.056 0.107
C -0.16054 -3.10617 1.37931 0.030 0.171 0.005
C -1.63798 2.38113 0.20419 0.776 -0.073 0.234
C 5.34559 0.58509 0.29583 0.126 -0.242 -0.280
H 1.71846 0.99596 1.44533 -0.132 0.157 -0.081
H 3.42487 -1.69804 -2.01623 0.011 0.065 -0.032
H 2.68011 0.70055 -1.67499 -0.054 -0.015 -0.001
H -3.58628 3.49601 -1.19366 0.033 0.116 -0.048
O 5.08456 -1.51490 -0.89984 -0.003 -0.143 0.109
H -6.82055 -1.83748 0.04542 -0.003 -0.113 0.065
H 2.91944 3.65062 1.30677 0.092 -0.102 0.091
C -1.18778 -3.65496 -1.13067 -0.077 -0.088 -0.076
O 0.79705 3.62755 -0.02994 0.059 0.225 -0.041
N 4.39709 1.20376 -0.60859 0.025 -0.088 0.032
C 3.40171 0.22784 -1.00585 0.224 -0.368 -0.234
```
Forces are in eV/Å.

2S+1: 1
Charge: 0
ΔE to the lowest compared entry with this formula, charge and spin (kcal per mole): 37.40
Structure (SMILES): CSc1ccc(/C=C(\NC(=O)c2ccccc2)C(=O)NCCN2CCOCC2)cc1
Orbital gap (eV): 7.963

Here are the Mulliken charges for atoms 1 to 8, given in e: 0.37 0.22 0.53 -1.09 0.37 0.34 0.54 0.12

# 3
Entry from the Open Molecules 2025 dataset: C35H43ClGaP2Si2 as an isolated structure (wB97M-V/def2-TZVPD).

```
84
Properties=species:S:1:pos:R:3:forces:R:3
H 2.62080 4.12272 3.14878 -0.115 -0.013 -0.324
H 3.01053 -2.80361 0.45851 0.064 0.313 0.160
H 1.27674 1.97621 4.39914 0.258 -0.116 -0.170
C 1.55339 -2.55381 3.42836 -0.002 -0.304 -0.045
P 2.62655 -1.10701 3.10580 -0.190 0.454 0.616
C -3.19043 -3.16992 -2.96412 -0.070 0.049 0.092
C -0.86019 0.86128 -0.64506 0.068 -0.688 -0.641
H 2.69942 3.98225 1.35740 -0.049 -0.009 0.258
H 4.97208 -1.71494 2.93194 -0.039 -0.049 0.303
H -5.31075 -4.21614 0.29862 0.334 0.160 0.132
C -1.14988 1.37939 -3.67609 0.641 0.364 -0.045
C 4.23925 -1.69502 3.74162 0.285 -0.289 -0.092
C -3.14603 -4.28665 0.41937 -0.053 0.622 -0.021
H -2.78436 1.18200 -6.66603 0.265 0.217 0.247
H 2.09469 -3.26419 4.06353 -0.321 0.027 -0.095
C 2.75512 -0.83505 -0.64101 -0.517 0.238 1.260
C 4.73135 -1.38589 0.45751 -1.258 -1.108 -0.450
C -2.07076 -2.15568 0.81361 -0.195 0.127 -0.568
C 0.29754 3.08943 -0.30521 -0.522 -0.020 -0.614
H 1.99569 -1.13280 -1.37222 0.497 0.011 0.040
H -3.62480 0.63593 -2.37228 0.093 -0.220 -0.289
H -1.06252 -2.80686 -2.75048 -0.224 -0.049 -0.050
H -1.48615 -0.23205 -5.08904 -0.185 0.387 0.061
H 1.30594 -3.03712 2.47775 -0.072 -0.055 0.195
H 1.10391 -0.29996 4.82082 0.260 0.242 -0.100
H 1.16037 3.68636 2.20625 0.226 -0.060 0.086
H -3.07592 -4.24098 -3.11517 -0.021 0.168 0.004
H -5.60798 -0.78276 -2.72424 0.230 -0.163 -0.078
H -0.99820 -4.01002 0.58205 -0.290 0.073 0.215
C -4.47324 -2.25711 0.58225 0.525 0.260 -0.330
H 0.51373 -0.53374 -2.78766 0.350 -0.191 0.712
C 4.50357 1.83357 2.52704 0.153 0.216 -0.164
H -0.79606 3.20505 -2.56296 -0.308 -0.076 -0.319
H 1.18547 3.72492 -0.40293 -0.456 -0.149 -0.056
C -2.08849 1.48240 -0.04647 -0.382 -0.423 0.368
C -2.06071 -2.37017 -2.75465 -0.646 -0.132 -0.050
H 5.89700 0.36823 -0.26838 -0.320 0.043 0.098
C -2.49872 3.00406 -5.52153 0.088 -0.313 0.308
H 5.50224 -1.92312 1.00872 -0.305 0.121 -0.218
C -1.61453 0.83728 -4.88706 -0.391 0.329 0.086
H -2.05989 4.62823 -4.15708 0.091 -0.336 -0.176
C 2.24891 3.57295 2.27065 0.177 0.344 0.236
H -0.96168 4.69540 0.28912 0.041 -0.307 0.218
H -0.70829 -0.12446 -0.15701 0.084 0.650 0.250
C 0.39935 1.72026 -0.74973 0.858 0.128 1.064
C 4.94493 -0.15500 -0.22140 -1.082 0.701 -0.955
H 0.97258 1.63342 -1.69791 -0.124 0.293 0.407
H 4.60056 -1.04119 4.54153 0.024 -0.192 -0.134
H -1.17792 -1.59882 1.08319 -0.115 -0.196 -0.311
H -3.08076 3.61891 -6.21167 0.217 -0.171 0.257
P 2.68565 1.81507 2.42049 0.037 -0.040 -0.121
C -4.61609 -1.23728 -2.75339 0.101 0.302 0.211
Si -0.71369 0.13648 -2.34265 -2.835 -0.141 -2.392
H -3.08121 -5.36206 0.27363 -0.068 0.193 -0.024
C -4.47123 -2.60745 -2.95057 0.152 -0.168 0.009
C -0.90227 3.62433 0.09582 0.808 0.724 0.144
H 2.98857 1.96041 4.82611 -0.170 -0.046 -0.414
H 4.92026 0.82465 2.63166 -0.192 0.229 -0.076
H 4.10373 -2.71291 4.12051 0.327 0.182 0.097
Ga 1.55163 0.55575 0.51069 1.397 -0.243 1.553
H 4.90101 2.28865 1.61163 0.043 -0.157 0.217
C -2.20914 -1.00160 -2.54501 0.697 -0.051 0.111
C -1.97921 -3.53323 0.60629 -0.543 0.071 0.259
C -2.33087 1.63368 -5.77885 0.153 0.164 -0.089
H -5.36057 -3.24172 -3.06149 0.473 0.285 -0.062
C -3.48922 -0.43486 -2.54662 -0.433 -0.303 0.038
C -3.30000 -1.47024 0.67865 -0.261 -0.589 0.191
C 3.42892 -1.83083 0.21122 1.122 0.499 -0.461
C -2.06605 2.84294 0.23932 -0.596 -0.978 -0.047
C 3.77678 0.19361 -0.90334 0.905 0.038 0.205
H -2.96882 3.32338 0.62498 0.255 -0.125 -0.118
H 3.61696 1.05123 -1.56273 0.220 -0.298 0.218
H 2.77790 -0.28527 5.38045 -0.269 0.212 -0.071
C -1.23154 2.76101 -3.46109 -0.548 -0.203 -0.357
C -1.93302 3.56288 -4.37063 0.057 0.113 -0.087
C -4.39159 -3.63956 0.43163 0.203 -0.284 0.175
Cl -0.04178 0.17145 2.17654 0.034 0.155 -0.166
H -5.45178 -1.77529 0.59206 0.155 -0.146 -0.162
H 4.79105 2.43903 3.39861 -0.006 -0.123 -0.267
H -3.85330 0.82976 1.90301 -1.049 1.035 1.026
C 2.23096 1.46895 4.19241 -0.392 0.082 -0.068
Si -3.46478 0.40092 0.62196 2.468 -0.714 -0.893
H 0.63251 -2.23239 3.92712 0.170 -0.167 -0.225
C 2.12683 -0.02565 4.53544 0.010 -0.417 0.265
```
Forces are in eV/Å.

2S+1: 1
Charge: +1
ΔE to the lowest compared entry with this formula, charge and spin (kcal per mole): 64.38
Orbital gap (alpha / beta) (eV): 4.854 / 5.396

Here are the Mulliken charges for atoms 1 to 8, given in e: 0.49 0.53 0.35 -1.39 1.01 -0.74 2.00 0.35